(1)
89
Properties=species:S:1:pos:R:3:forces:R:3:mulliken_charge:R:1 method="wB97M-V/def2-TZVPD" s_squared=0.7546 homo_lumo_gap_ev="7.36 / 5.34" homo_energy_ha="-0.408 / -0.408" spin_multiplicity=2 charge=+1
Ir 0.050688 1.382288 -0.477566 0.50 -0.13 -0.41 2.40
Se 5.377650 3.927150 4.344009 -0.05 -0.05 0.05 0.29
N 5.200189 2.432337 3.399926 0.05 0.05 -0.05 -0.89
C 4.050240 2.508159 2.786581 0.00 -0.02 0.03 0.84
C 3.554673 1.466357 1.894806 -0.06 0.01 -0.01 0.84
C 4.256396 0.294249 1.620100 0.01 0.00 0.01 -0.86
C 3.708414 -0.627459 0.754054 0.01 -0.02 0.01 -1.31
C 2.478560 -0.365847 0.169852 -0.05 0.02 0.04 -0.32
N 1.795928 0.750905 0.425918 0.07 0.01 0.10 0.25
C 2.321002 1.664396 1.284380 -0.05 0.06 -0.05 -0.04
C 1.549769 2.876384 1.522116 0.03 -0.09 -0.06 -0.28
N 0.389120 2.976793 0.848241 0.07 0.01 0.00 0.49
C -0.381557 4.041014 1.004120 -0.04 0.05 0.02 -0.50
C -0.016759 5.072413 1.866990 -0.04 0.01 -0.02 -1.00
C 1.170498 4.992713 2.557027 0.03 -0.01 -0.01 -0.88
C 1.982517 3.868927 2.385341 -0.01 0.02 -0.02 0.70
C 3.271115 3.690381 3.036746 -0.01 -0.03 0.02 0.86
N 3.793643 4.560649 3.855552 0.05 0.07 -0.04 -0.89
H 5.218507 0.133925 2.088536 0.00 0.00 0.00 0.61
H 4.219408 -1.548328 0.513122 -0.01 0.00 -0.01 0.60
H 2.036505 -1.060108 -0.528185 0.00 0.00 0.00 0.34
H -1.293879 4.066634 0.423393 0.00 -0.01 -0.01 0.55
H -0.670264 5.926005 1.972111 0.00 0.00 0.00 0.48
H 1.496467 5.782493 3.220266 0.00 0.00 0.01 0.60
O -3.210819 0.823793 -1.137877 -0.03 -0.01 -0.06 -0.58
S -2.747193 1.949026 -1.892887 0.37 0.17 -0.04 1.28
O -3.565937 3.101416 -2.062151 -0.10 -0.07 -0.11 -0.79
O -1.397650 2.445206 -1.303333 -0.50 0.08 0.34 -0.96
C -2.234913 1.340622 -3.474790 -0.01 -0.07 0.07 0.27
C -2.886875 1.806131 -4.600257 0.00 0.04 0.00 -0.58
C -2.552514 1.292031 -5.846963 0.02 -0.03 -0.01 -0.76
C -1.572320 0.320956 -5.954131 -0.02 0.02 0.01 -0.79
C -0.909158 -0.135579 -4.821119 0.01 0.04 -0.01 -0.73
C -1.229688 0.366270 -3.564085 -0.04 0.05 0.06 -0.33
P -0.373092 -0.299175 -2.102787 0.07 -0.17 0.01 1.50
C -1.362158 -1.667996 -1.470248 -0.05 -0.01 0.03 0.46
C -0.909093 -2.372722 -0.352718 0.00 0.08 -0.05 0.23
C -1.652106 -3.417049 0.161971 -0.01 -0.06 -0.02 -0.90
C -2.856317 -3.766148 -0.438572 0.01 -0.01 0.01 -0.91
C -3.312296 -3.070850 -1.547076 0.01 0.01 -0.01 -0.79
C -2.569049 -2.018311 -2.064613 0.04 -0.03 -0.02 -0.89
C 1.134999 -1.059264 -2.775905 -0.02 0.04 -0.04 0.13
C 2.127627 -0.244929 -3.328626 0.02 -0.03 0.00 -0.28
C 3.279812 -0.810096 -3.849001 -0.01 0.02 0.00 -0.85
C 3.453609 -2.188678 -3.827319 0.00 -0.01 0.00 -0.60
C 2.465148 -3.002091 -3.296428 0.00 0.00 0.00 -0.81
C 1.304958 -2.442705 -2.776081 -0.03 -0.03 0.02 0.06
H -3.647181 2.567680 -4.490466 0.00 -0.01 0.00 0.60
H -3.060902 1.653223 -6.730479 0.00 0.00 0.00 0.43
H -1.312963 -0.085815 -6.922101 0.00 0.00 0.00 0.46
H -0.136311 -0.884446 -4.927434 -0.01 -0.01 0.01 0.51
H 0.012852 -2.085692 0.140136 0.01 -0.03 0.00 0.21
H -1.310249 -3.938282 1.047437 0.01 0.01 -0.02 0.62
H -3.444537 -4.577604 -0.030188 0.00 0.00 0.00 0.43
H -4.254731 -3.335843 -2.007028 0.00 0.00 0.00 0.44
H -2.942093 -1.467388 -2.917476 0.00 0.00 0.00 0.37
H 1.998643 0.826883 -3.356118 -0.02 0.04 0.01 0.41
H 4.041321 -0.172682 -4.278434 0.00 0.00 0.00 0.46
H 4.354688 -2.627210 -4.235347 0.00 0.00 0.00 0.43
H 2.587071 -4.077009 -3.293482 0.00 0.00 0.00 0.45
H 0.534281 -3.089503 -2.378924 0.01 0.01 0.00 0.48
N 1.281830 2.369850 -1.744788 -0.09 -0.03 -0.10 -0.65
C 1.807638 3.429251 -1.693284 -0.06 0.07 0.12 0.79
N 2.340372 4.565071 -1.684365 0.05 -0.07 0.02 -0.78
C 3.276568 4.780190 -0.753206 0.10 -0.03 -0.06 0.51
N 4.085356 4.973603 0.047434 -0.06 0.02 0.06 -0.51
C -2.865814 -4.628255 4.465942 0.01 -0.01 -0.01 -1.58
C -2.336585 -3.373502 3.828571 -0.01 -0.02 0.03 0.72
C -1.005022 -3.003568 3.968425 0.00 0.00 0.01 -1.27
C -0.513205 -1.825964 3.417323 -0.01 0.04 -0.02 0.76
C 0.930048 -1.449651 3.637769 -0.01 -0.04 0.04 -1.30
C -1.384587 -1.028045 2.666859 0.00 0.06 0.03 0.84
C -2.725931 -1.385606 2.488965 0.02 0.01 0.03 1.09
C -3.662336 -0.549503 1.666648 -0.05 -0.03 0.03 -1.30
C -3.180291 -2.547884 3.094765 -0.02 0.02 -0.02 -0.80
C -0.833895 0.223943 2.068115 0.12 -0.11 -0.01 -0.25
O -0.240172 1.070445 2.688890 -0.01 -0.01 0.00 -0.49
O -0.983917 0.269253 0.721649 -0.29 0.10 0.12 0.26
H -2.070567 -5.197261 4.944638 0.00 0.00 0.00 0.37
H -3.348097 -5.269921 3.726873 0.00 0.00 0.00 0.33
H -3.613360 -4.389365 5.223735 0.00 0.00 0.00 0.36
H -0.334482 -3.635628 4.539797 0.00 0.00 0.00 0.33
H 1.476780 -2.283323 4.076143 -0.01 0.00 0.00 0.41
H 1.012239 -0.592158 4.305297 0.00 0.00 0.00 0.35
H 1.425838 -1.177903 2.703682 0.02 0.02 -0.04 0.01
H -3.583396 0.511492 1.909460 0.01 0.01 -0.02 0.26
H -4.694441 -0.855630 1.832731 0.01 0.00 0.01 0.50
H -3.439615 -0.648297 0.605692 -0.01 -0.01 -0.01 0.05
H -4.224606 -2.820251 2.983735 0.00 0.00 0.00 0.44

=====

(2)
14
Properties=species:S:1:pos:R:3:forces:R:3:mulliken_charge:R:1 method="wB97M-V/def2-TZVPD" s_squared=8.7616 homo_lumo_gap_ev="7.83 / 7.51" homo_energy_ha="-0.467 / -0.472" spin_multiplicity=6 charge=+1
H 0.831725 -2.246884 -0.032427 -1.17 -1.18 1.00 0.05
O 2.459324 -0.319116 0.156614 -1.21 -0.13 -0.04 -0.45
C 1.181141 -0.248496 -0.303721 0.53 2.24 -0.65 -0.41
C 0.378177 0.779489 0.119316 1.67 -0.14 -0.39 -0.50
C -0.924069 1.092807 -0.583050 -0.30 -0.61 0.76 -0.38
C -1.659380 0.488467 0.559755 -0.98 0.04 -0.67 0.28
O -1.757534 -0.744896 0.780634 -1.18 1.29 -0.06 -0.65
Mn -0.713597 -2.307728 0.843551 1.77 -0.72 -0.61 0.69
H 2.909196 -1.086757 -0.207847 0.09 -0.16 -0.09 0.36
H 0.923234 -0.781874 -1.225422 0.27 0.20 0.45 0.67
H 0.766096 1.477437 0.863940 -0.17 -0.29 -0.12 0.41
H -1.062615 0.554929 -1.527487 0.10 0.12 0.22 0.30
H -1.112573 2.170242 -0.662797 0.04 -0.41 -0.08 0.28
H -2.219124 1.172379 1.218941 0.54 -0.24 0.28 0.37

=====

(3)
21
Properties=species:S:1:pos:R:3:forces:R:3:mulliken_charge:R:1 method="wB97M-V/def2-TZVPD" homo_lumo_gap_ev=10.25 homo_energy_ha=-0.345 spin_multiplicity=1 charge=0 smiles=NN(N)O.CCCO
C -1.911970 -0.042096 0.999282 -0.33 -0.29 -1.68 -0.62
C -1.728799 0.042581 -0.580475 -0.41 0.33 1.15 -0.58
C -0.989227 1.306777 -1.007144 -0.13 -0.19 0.02 -0.80
O -0.774779 0.237517 1.746892 2.01 -0.99 0.04 -0.56
H -0.059619 -0.466878 1.586300 -1.45 1.23 0.56 0.46
H -2.647788 0.722954 1.266612 0.03 -0.14 0.00 0.41
H -2.327904 -1.030964 1.240002 -0.05 0.12 0.07 0.28
H -1.266827 -0.842241 -1.028228 0.02 -0.07 0.17 0.44
H -2.746241 0.058460 -0.975614 -0.06 -0.03 -0.07 0.40
H -1.165691 1.517007 -2.061236 0.06 0.03 -0.04 0.36
H -1.324894 2.161229 -0.420544 -0.02 0.07 0.00 0.32
H 0.082770 1.198834 -0.869077 0.10 0.07 -0.02 0.06
N 2.239891 -0.764163 0.112844 0.61 -0.38 -0.84 -0.14
N 1.121908 -1.518575 0.461760 -0.78 -0.03 -0.31 -0.30
N 2.293139 0.365684 0.888743 -0.16 0.51 0.31 -0.34
O 2.094484 -0.399793 -1.332557 -0.61 0.19 0.66 -0.51
H 2.911864 -0.679782 -1.751076 0.24 -0.18 0.20 0.36
H 0.267393 -1.222187 -0.048611 0.95 -0.21 0.03 0.01
H 1.310296 -2.489118 0.235961 -0.01 0.17 -0.01 0.28
H 3.149178 0.872567 0.707088 -0.13 -0.13 -0.06 0.27
H 1.472818 0.972185 0.829077 0.11 -0.09 -0.19 0.21

=====

(4)
11
Properties=species:S:1:pos:R:3:forces:R:3:mulliken_charge:R:1 method="wB97M-V/def2-TZVPD" homo_lumo_gap_ev=8.48 homo_energy_ha=-0.302 spin_multiplicity=1 charge=0 smiles=Nc1cncnn1
N 0.343243 -1.646167 -0.733945 -0.17 0.17 0.00 -0.30
C -0.283593 -0.532257 -0.480597 0.10 -0.06 -0.06 0.44
C -1.292823 -0.032776 0.405848 0.03 -0.13 -0.02 -0.30
N -0.769600 0.699900 1.431689 0.08 -0.01 -0.28 -0.43
C 0.440000 1.163387 1.084808 0.09 0.08 -0.09 0.02
N 0.795678 1.304439 -0.194304 0.12 0.13 0.37 -0.36
N -0.070793 0.694640 -1.101656 0.15 -0.24 -0.01 -0.40
H 0.213252 -2.457355 -0.143761 0.00 0.13 -0.05 0.25
H 0.956450 -1.722025 -1.538113 -0.10 0.11 0.18 0.27
H -1.396490 0.873549 -0.556611 -0.26 -0.07 0.11 0.38
H 1.064677 1.654665 1.826642 -0.04 -0.09 -0.16 0.43

=====

It is found that the ΔE to the lowest compared entry with this formula, charge and spin values, taken in the order of the records, are 0.000; 0.000; 3.869; 6.590 eV.